14
Properties=species:S:1:pos:R:3:forces:R:3:mulliken_charge:R:1 method="wB97M-V/def2-TZVPD" homo_ev=-14.2 total_charge=+1 homo_lumo_gap_ev=8.953
C -1.516898 1.377988 -0.283588 4.945 0.924 1.511 -0.79
C -0.247771 0.991523 0.045829 -3.524 0.234 -0.620 -0.09
C 1.684166 -0.662943 -0.117928 0.843 0.111 0.131 -0.18
C -0.601430 -1.479377 0.314697 -2.867 2.373 2.612 -0.85
N 0.202953 -0.423585 -0.301374 1.135 3.490 0.872 0.24
S 2.529877 0.740806 0.261436 -0.878 -0.340 -0.308 -0.01
H -1.830208 2.392300 -0.125855 -0.197 0.133 0.360 0.30
H -2.057516 0.767725 -0.872605 -2.247 -1.937 -1.796 0.30
H 0.380404 1.617811 0.666338 0.168 -0.444 -0.143 0.31
H -1.020601 -1.151182 1.364452 1.209 -0.581 -2.064 0.30
H -1.462745 -1.631054 -0.312893 -0.160 -0.473 -0.179 0.38
H 0.071032 -2.229798 0.383273 1.410 -3.125 0.349 0.45
H 0.090110 -0.572400 -1.294962 0.128 0.220 -0.677 0.39
H 3.778622 0.262187 0.273186 0.034 -0.582 -0.048 0.26

13
Properties=species:S:1:pos:R:3:forces:R:3:mulliken_charge:R:1 method="wB97M-V/def2-TZVPD" homo_ev=-3.6 total_charge=-1 homo_lumo_gap_ev=7.511
C -1.242196 0.912245 2.117263 -0.172 0.029 -0.272 -0.80
S -1.608726 0.715846 0.331236 -0.138 0.151 0.385 -0.58
H -0.681511 1.830345 2.286230 0.004 0.055 0.089 0.23
H -2.158700 0.945824 2.705392 -0.027 0.001 0.050 0.27
H -0.635028 0.075258 2.453033 0.036 -0.063 0.139 0.23
H 0.076490 0.471684 0.181889 0.684 -0.383 -0.667 0.20
O 2.671149 -0.989296 -1.045393 0.210 0.042 -0.137 -0.68
C 1.551380 -0.529778 -0.899567 -0.579 -0.147 0.170 0.78
O 1.208305 0.216170 0.110389 -0.217 0.301 0.291 -0.54
C 0.429958 -0.851037 -1.876758 -0.118 -0.232 -0.327 -0.99
H 0.012186 0.048719 -2.326914 0.052 0.143 0.102 0.29
H 0.777929 -1.507497 -2.672041 0.198 0.016 0.038 0.28
H -0.401234 -1.338489 -1.364759 0.067 0.087 0.139 0.30

Record order is preserved below.
Energy above the lowest of the compared OMol25 structures with the same formula, charge and spin: 90.21; 1.20 kcal/mol
Record order is preserved below.
E: -16591.4946; -18156.5625 eV